No. 1
Entry from the OMol25 dataset: the molecule C5H10O (the ωB97M-V functional and the def2-TZVPD basis).

Each line ends with the Löwdin charge.
Positions of all 16 atoms, in Å:
C 1.72840 -1.00618 -0.41380  0.048
C 0.82632 -0.08948 -0.09186  -0.341
C 1.16996 1.18922 0.61727  -0.060
C -0.65375 -0.30454 -0.38028  -0.386
C -1.42307 -0.85942 0.83596  -0.048
O -1.24759 0.97768 -0.73850  -0.065
H 2.76784 -0.88596 -0.16658  0.057
H 1.44122 -1.87146 -1.00502  0.064
H 0.50406 1.33375 1.53078  0.099
H 2.24536 1.21793 0.87346  0.082
H 0.94301 2.01722 -0.07893  0.084
H -0.78351 -1.01029 -1.20424  0.131
H -1.21091 -0.23251 1.71392  0.076
H -2.51016 -0.86479 0.69871  0.074
H -1.11128 -1.91167 1.05261  0.093
H -2.19203 0.80874 -0.91042  0.092

Atoms 1-2, force components in eV/Å:
-0.4 -0.1 -0.4
-0.5 0.1 0.3

The frontier orbital gap comes out at 10.31 eV. Its total energy is -7393.891 eV. As for the spin multiplicity: 1. The molar mass is 86.13 g mol⁻¹. As for the structure (SMILES): C=C(C)[C@@H](C)O. For the energy above the lowest of the compared OMol25 structures with the same formula, charge and spin, the calculation gives 84.3 kJ/mol. Its HOMO energy is -9.40 eV.

No. 2
Entry from the OMol25 dataset: a cluster of 2 separate species, C5H10O in total (the ωB97M-V functional and the def2-TZVPD basis).

Each line ends with the Löwdin charge.
Positions of all 16 atoms, in Å:
O 0.97717 -1.74382 0.74910  -0.003
C 0.38838 -0.72122 0.06447  -0.375
C -0.66349 -0.83970 -0.74210  -0.041
C -1.00765 0.47443 -1.39434  -0.188
C -0.03510 1.49613 -0.73800  -0.168
C 0.96003 0.67150 0.10974  -0.133
H 1.53183 -1.36845 1.44461  0.091
H -1.18935 -1.77054 -0.92988  0.111
H -2.05299 0.75878 -1.22248  0.101
H -0.87694 0.42738 -2.48407  0.102
H 0.47865 2.10342 -1.48946  0.102
H -0.58188 2.19425 -0.09679  0.104
H 1.04145 1.04528 1.14092  0.114
H 1.97389 0.67177 -0.31155  0.117
H -0.30913 -1.95371 2.73443  0.023
H -0.56140 -1.63584 3.35930  0.042

Atoms 1-2, force components in eV/Å:
0.1 0.1 0.1
-0.2 0.1 -0.2

The frontier orbital gap comes out at 9.48 eV. Its total energy is -7393.251 eV. As for the spin multiplicity: 1. The molar mass is 86.13 g mol⁻¹. As for the structure (SMILES): OC1=CCCC1.[H][H]. For the energy above the lowest of the compared OMol25 structures with the same formula, charge and spin, the calculation gives 146.1 kJ/mol. Its HOMO energy is -8.43 eV.

No. 3
Entry from the OMol25 dataset: the molecule C5H10O (the ωB97M-V functional and the def2-TZVPD basis).

Each line ends with the Löwdin charge.
Positions of all 16 atoms, in Å:
C -1.14208 -0.90984 -0.61160  -0.078
C -0.20682 0.34142 -0.33773  -0.397
C -0.97262 1.49055 0.35907  -0.090
C 1.04580 0.06217 0.53100  -0.155
C 1.97709 -0.97383 -0.02427  -0.263
O 1.81572 -1.52137 -1.09040  0.046
H -2.13259 -0.57345 -0.96623  0.075
H -1.25129 -1.49326 0.29830  0.068
H -0.78713 -1.59609 -1.40878  0.076
H -0.00768 0.43647 -1.39541  0.117
H -0.39589 2.39043 0.64327  0.077
H -1.81848 1.83408 -0.23956  0.070
H -1.36192 1.09122 1.30664  0.079
H 1.67394 0.94307 0.79560  0.128
H 0.71209 -0.29248 1.52115  0.126
H 2.85185 -1.22907 0.61894  0.120

Atoms 1-2, force components in eV/Å:
0.1 0.1 0.5
-0.5 -0.7 0.0

The frontier orbital gap comes out at 10.82 eV. Its total energy is -7393.962 eV. As for the spin multiplicity: 1. The molar mass is 86.13 g mol⁻¹. As for the structure (SMILES): CC(C)CC=O. For the energy above the lowest of the compared OMol25 structures with the same formula, charge and spin, the calculation gives 77.5 kJ/mol. Its HOMO energy is -9.79 eV.

Question: What is the HOMO in the second record?
Answer: -8.43 eV

Please write out number 2 again, unchanged.
Entry from the OMol25 dataset: a cluster of 2 separate species, C5H10O in total (the ωB97M-V functional and the def2-TZVPD basis).

Each line ends with the Löwdin charge.
Positions of all 16 atoms, in Å:
O 0.97717 -1.74382 0.74910  -0.003
C 0.38838 -0.72122 0.06447  -0.375
C -0.66349 -0.83970 -0.74210  -0.041
C -1.00765 0.47443 -1.39434  -0.188
C -0.03510 1.49613 -0.73800  -0.168
C 0.96003 0.67150 0.10974  -0.133
H 1.53183 -1.36845 1.44461  0.091
H -1.18935 -1.77054 -0.92988  0.111
H -2.05299 0.75878 -1.22248  0.101
H -0.87694 0.42738 -2.48407  0.102
H 0.47865 2.10342 -1.48946  0.102
H -0.58188 2.19425 -0.09679  0.104
H 1.04145 1.04528 1.14092  0.114
H 1.97389 0.67177 -0.31155  0.117
H -0.30913 -1.95371 2.73443  0.023
H -0.56140 -1.63584 3.35930  0.042

Atoms 1-2, force components in eV/Å:
0.1 0.1 0.1
-0.2 0.1 -0.2

The frontier orbital gap comes out at 9.48 eV. Its total energy is -7393.251 eV. As for the spin multiplicity: 1. The molar mass is 86.13 g mol⁻¹. As for the structure (SMILES): OC1=CCCC1.[H][H]. For the energy above the lowest of the compared OMol25 structures with the same formula, charge and spin, the calculation gives 146.1 kJ/mol. Its HOMO energy is -8.43 eV.

Question: What is the frontier orbital gap in the second record?
Answer: 9.48 eV